Record 1
DFT (ωB97M-V with the def2-TZVPD basis set) results for an isolated ion of composition C4H12N3 and charge +2.

Output
2S+1	2
⟨S²⟩	0.76
Kohn-Sham gap (spin up / spin down)	10.03 / 5.08	eV
net charge	+2

Each line ends with the Mulliken spin population.
Atoms and positions in Å:
1 C 1.7616 -0.7268 -0.6476  0.019
2 C 0.3766 -0.9619 -0.0583  0.087
3 C -0.4990 0.2101 -0.0204  0.016
4 C -1.1093 0.7316 1.1131  0.032
5 N -1.8680 1.9106 0.8180  0.006
6 N -1.2481 0.5064 -1.2391  0.002
7 N 2.5279 -1.6051 0.2694  0.801
8 H 2.0420 0.3388 -0.4859  0.002
9 H 1.9037 -1.0956 -1.6053  0.023
10 H 0.2007 -1.3580 0.9652  0.003
11 H -0.0216 -1.8774 -0.6015  0.006
12 H -1.2867 0.2312 2.0646  0.001
13 H -2.4201 1.8990 1.6342  0.000
14 H -1.2704 2.7189 0.7978  0.001
15 H -0.6847 0.5816 -2.1270  0.000
16 H -1.7575 1.2908 -0.8252  0.000
17 H -1.9164 -0.2338 -1.2789  0.000
18 H 3.4710 -1.2323 0.5364  0.007
19 H 2.6784 -2.4653 -0.3341  -0.006

=====

Record 2
DFT (ωB97M-V with the def2-TZVPD basis set) results for C15H40Li3N2O5 as an isolated structure.

Output
Kohn-Sham gap	6.53	eV
net charge	-1

Each line ends with the natural charge from an NBO analysis.
Atoms and positions in Å:
1 Li 0.1559 1.4646 -2.5077  0.917
2 Li -0.3695 1.9541 -0.0214  0.883
3 Li -1.6043 0.0382 -1.2202  0.868
4 O 0.2825 0.3373 -0.8736  -1.336
5 H 1.0728 -0.2067 -0.8056  0.425
6 O -2.3203 1.4531 -0.0881  -1.294
7 H -2.2659 1.6066 0.8646  0.394
8 O -0.2550 3.1634 -1.6167  -1.338
9 H 0.2238 3.8956 -2.0206  0.417
10 O -1.6631 0.8573 -3.0190  -1.317
11 H -1.6617 0.2597 -3.7756  0.402
12 C -0.9304 3.6269 2.8026  -0.624
13 C 0.1892 2.6422 2.9700  -0.218
14 N 0.8853 2.3460 1.7180  -0.475
15 C 1.4734 3.5286 1.1033  -0.242
16 C 2.7196 4.1239 1.7766  -0.637
17 C 1.8339 1.2532 1.8318  -0.214
18 C 1.2195 -0.0381 2.3373  -0.623
19 H -0.5855 4.6451 2.6285  0.200
20 H -1.5157 3.6459 3.7305  0.203
21 H -1.6229 3.3395 2.0099  0.240
22 H 0.8877 2.9993 3.7524  0.151
23 H -0.2258 1.7074 3.3508  0.200
24 H 1.7372 3.2465 0.0776  0.229
25 H 0.7235 4.3035 0.9790  0.217
26 H 2.9696 5.0441 1.2489  0.211
27 H 2.5280 4.3843 2.8233  0.192
28 H 3.5686 3.4442 1.7588  0.196
29 H 2.7169 1.5273 2.4498  0.149
30 H 2.2906 1.0969 0.8471  0.207
31 H 1.1357 -0.0460 3.4264  0.191
32 H 1.8099 -0.8951 2.0183  0.204
33 H 0.2138 -0.1523 1.9237  0.242
34 C -0.7731 -2.2948 -3.1623  -0.632
35 C -1.2837 -2.9222 -1.8683  -0.204
36 N -2.0869 -2.0312 -1.0166  -0.465
37 C -3.4006 -1.8728 -1.6695  -0.240
38 C -4.4718 -1.1684 -0.8977  -0.635
39 C -2.0860 -2.6193 0.3428  -0.219
40 C -2.5278 -1.6656 1.4518  -0.646
41 H -0.1541 -1.4229 -2.9384  0.238
42 H -1.5798 -1.9370 -3.7983  0.210
43 H -0.1815 -3.0360 -3.7042  0.197
44 H -1.8860 -3.8196 -2.1142  0.152
45 H -0.4367 -3.2819 -1.2828  0.185
46 H -3.2223 -1.2737 -2.5672  0.230
47 H -3.7873 -2.8531 -2.0174  0.145
48 H -4.7469 -1.6930 0.0176  0.184
49 H -4.1689 -0.1498 -0.6347  0.273
50 H -5.3806 -1.1154 -1.5019  0.203
51 H -1.0329 -2.8072 0.5468  0.194
52 H -2.6647 -3.5559 0.3349  0.159
53 H -3.5219 -1.8766 1.8396  0.193
54 H -2.5120 -0.6355 1.0782  0.271
55 H -1.8187 -1.7003 2.2826  0.194
56 C 5.0704 -2.3462 -1.4391  -0.722
57 C 3.7096 -3.0177 -1.4248  0.598
58 O 3.5488 -4.0739 -1.9859  -0.550
59 C 2.5835 -2.3465 -0.6672  -0.727
60 H 5.4930 -2.3680 -2.4410  0.236
61 H 5.7334 -2.8836 -0.7583  0.233
62 H 5.0225 -1.3103 -1.1027  0.215
63 H 1.6437 -2.4670 -1.1979  0.256
64 H 2.7995 -1.2866 -0.5239  0.216
65 H 2.5022 -2.7646 0.3394  0.239

=====

Record 3
DFT (ωB97M-V with the def2-TZVPD basis set) results for a 9-piece molecular cluster, H18N2O10 overall.

Output
Kohn-Sham gap	8.40	eV

Each line ends with the natural charge from an NBO analysis.
Atoms and positions in Å:
1 N -1.0245 0.5760 2.8428  -0.862
2 H -1.1975 -0.2080 3.4188  0.438
3 H -1.7865 0.7860 2.1648  0.494
4 H -0.2105 0.4310 2.2528  0.472
5 H -0.8305 1.3960 3.4188  0.443
6 N -0.4375 -0.0190 -0.6532  0.737
7 O -1.3705 0.6170 -1.0502  -0.504
8 O -0.6245 -0.7620 0.2778  -0.584
9 O 0.7275 0.4580 -0.6852  -0.593
10 O -2.2215 -2.4130 -1.7602  -0.941
11 H -2.1245 -1.5420 -2.1682  0.479
12 H -2.7465 -2.3420 -0.9812  0.462
13 O -3.7435 0.2470 0.4498  -0.963
14 H -3.0755 -0.0420 -0.1532  0.490
15 H -4.1825 -0.5260 0.8108  0.464
16 O 3.5915 -0.8460 0.0848  -1.001
17 H 2.8025 -1.4370 0.1178  0.485
18 H 3.3595 0.0610 -0.0132  0.464
19 O 2.4535 -0.2250 -3.2062  -0.950
20 H 2.4015 -1.1860 -3.0532  0.472
21 H 1.8765 0.1270 -2.5432  0.475
22 O 1.6595 -2.5400 0.0458  -0.933
23 H 0.9055 -2.0800 0.2808  0.485
24 H 1.5325 -3.4020 0.4108  0.477
25 O -1.5575 3.1950 0.4138  -0.960
26 H -1.3785 2.4860 -0.2532  0.488
27 H -0.7065 3.5990 0.4098  0.466
28 O 2.7605 2.0780 0.0358  -0.953
29 H 3.1735 1.9330 -0.8242  0.473
30 H 1.9745 1.5790 -0.0922  0.478

=====

Record 4
DFT (ωB97M-V with the def2-TZVPD basis set) results for a 2-piece molecular cluster, C5H11O2S overall.

Output
Kohn-Sham gap	7.33	eV
net charge	-1

Each line ends with the natural charge from an NBO analysis.
Atoms and positions in Å:
1 C 1.3335 -0.1006 2.0816  -0.720
2 C 2.7746 -1.9701 0.6360  -0.763
3 S 2.4296 -1.5778 2.3435  0.099
4 H 1.4874 0.2654 1.0421  0.300
5 H 0.3463 -0.4765 2.2315  0.202
6 H 1.4779 0.5300 2.9496  0.203
7 H 2.8388 -3.0504 0.4802  0.213
8 H 3.6196 -1.4050 0.2644  0.211
9 H 1.9440 -1.7038 -0.0180  0.241
10 C -1.6480 0.6166 -0.9239  -0.549
11 C -3.0523 1.0578 -1.3122  -0.600
12 C -0.2763 1.1938 -1.5119  0.788
13 O 0.6434 1.1302 -0.6816  -0.808
14 O -0.2984 1.6915 -2.6584  -0.772
15 H -1.3917 0.9373 0.0831  0.207
16 H -1.8026 -0.5031 -0.8310  0.184
17 H -3.7197 1.0892 -0.4485  0.181
18 H -3.5544 0.2553 -1.9424  0.178
19 H -3.1517 2.0204 -1.7841  0.206

=====

Record 5
DFT (ωB97M-V with the def2-TZVPD basis set) results for C6H14ClO2TbTl as an isolated structure.

Output
2S+1	7
⟨S²⟩	12.67
Kohn-Sham gap (spin up / spin down)	6.80 / 6.74	eV
net charge	-1

Each line ends with the Mulliken spin population.
Atoms and positions in Å:
1 Tb -0.3553 0.3358 0.7333  6.042
2 Cl -1.0203 1.8887 -1.1023  -0.006
3 C -2.3276 -0.5757 1.4428  -0.012
4 H -2.3069 -1.1429 2.3847  -0.002
5 H -2.7108 -1.2420 0.6510  0.006
6 H -3.0476 0.2527 1.5604  0.000
7 Tl 0.7436 -0.7055 -2.4095  0.006
8 C 2.5737 0.2932 -2.9353  0.000
9 C -0.7799 -0.5760 -3.9187  -0.001
10 C 0.5984 -1.6673 -0.4250  -0.029
11 H -1.2629 -1.5573 -3.9947  0.000
12 H -1.4858 0.2070 -3.6050  0.000
13 H -0.2698 -0.2981 -4.8526  0.000
14 H 3.3929 -0.3374 -2.5803  0.000
15 H 2.5822 0.3978 -4.0335  0.000
16 H 2.5644 1.2760 -2.4413  0.000
17 H -0.2243 -2.4112 -0.5147  -0.002
18 H 1.5277 -2.2503 -0.3245  0.001
19 C 0.2110 0.5850 4.2941  -0.001
20 O 0.1337 0.7707 2.8709  0.011
21 C 0.2672 2.1185 2.3427  -0.014
22 O 0.5187 3.0466 3.0495  -0.001
23 H -0.7028 0.0725 4.5733  0.000
24 H 0.2968 1.5528 4.7648  0.001
25 H 1.0839 -0.0336 4.4696  0.000

=====

Record 6
DFT (ωB97M-V with the def2-TZVPD basis set) results for C41H37F5P2Sr as an isolated structure.

Output
Kohn-Sham gap	5.74	eV

Each line ends with the Löwdin charge.
Atoms and positions in Å:
1 Sr -1.2714 0.5772 -0.3642  1.142
2 C -0.0015 -5.8388 2.2256  -0.103
3 C 0.7036 -4.7108 2.3832  -0.103
4 C 2.0548 -4.3663 1.8313  -0.212
5 C 2.0411 -3.8457 0.3873  -0.182
6 C 1.4398 -4.7470 -0.6578  -0.113
7 C 1.2267 -6.0629 -0.6129  -0.103
8 C 1.5469 -6.9981 0.5094  -0.205
9 C 0.4292 -7.1114 1.5604  -0.186
10 C -3.5259 0.0835 -1.6837  -0.320
11 H -1.0022 -5.8885 2.6867  0.106
12 H 0.2969 -3.9549 3.0650  0.092
13 H 2.7378 -5.2135 1.9197  0.096
14 H 2.4869 -3.5864 2.4793  0.098
15 H 1.4959 -2.8860 0.3711  0.094
16 H 3.0793 -3.6118 0.0889  0.116
17 H 1.2709 -4.2512 -1.6193  0.100
18 H 0.7865 -6.5565 -1.4896  0.109
19 H 2.4782 -6.7721 1.0358  0.094
20 H 1.6866 -7.9914 0.0602  0.109
21 H -0.4637 -7.5609 1.1081  0.110
22 H 0.7565 -7.8397 2.3185  0.115
23 H -3.9131 -0.4423 -0.7792  -0.073
24 H -3.1684 -0.6458 -2.4407  -0.070
25 H -4.2810 0.7527 -2.1191  -0.080
26 P -0.0221 2.6897 1.2503  0.934
27 P -0.4578 2.7516 -2.0564  0.933
28 C 1.3568 2.6035 0.0913  -0.341
29 C 1.1607 2.8328 -1.2341  -0.337
30 C 0.3025 4.2865 2.0695  -0.386
31 C 1.5947 4.7855 2.2965  -0.079
32 C 1.7672 6.0366 2.9038  -0.075
33 C 0.6568 6.8084 3.2660  -0.076
34 C -0.6340 6.3318 2.9938  -0.079
35 C -0.8135 5.0921 2.3755  -0.099
36 C 0.4776 1.3976 2.4743  -0.380
37 C 0.8968 0.1252 2.0192  -0.137
38 C 0.8723 -0.9486 2.9096  -0.068
39 C 0.6235 -0.7401 4.2687  -0.060
40 C 0.2945 0.5338 4.7372  -0.065
41 C 0.1979 1.5954 3.8381  -0.084
42 C -0.2883 4.2382 -3.1128  -0.365
43 C -0.0535 5.4734 -2.4726  -0.101
44 C 0.3823 6.5712 -3.2160  -0.084
45 C 0.5398 6.4670 -4.6028  -0.085
46 C 0.1927 5.2778 -5.2523  -0.077
47 C -0.2513 4.1736 -4.5156  -0.076
48 C -0.1608 1.3367 -3.2275  -0.424
49 C -1.2793 0.7743 -3.8737  -0.134
50 C -1.1172 -0.2777 -4.7730  -0.059
51 C 0.1608 -0.7753 -5.0446  -0.065
52 C 1.2751 -0.2232 -4.4067  -0.075
53 C 1.1191 0.8214 -3.4929  -0.090
54 H 2.3557 2.4569 0.5166  0.087
55 H 1.9734 3.1317 -1.9031  0.089
56 H 2.4700 4.2009 2.0105  0.102
57 H 2.7722 6.4124 3.1089  0.107
58 H 0.7876 7.7760 3.7576  0.108
59 H -1.5067 6.9252 3.2765  0.108
60 H -1.8154 4.7210 2.1384  0.106
61 H 1.3025 -0.0211 1.0051  0.099
62 H 1.0702 -1.9619 2.5523  0.074
63 H 0.6977 -1.5720 4.9667  0.110
64 H 0.1084 0.6917 5.7982  0.109
65 H -0.1162 2.5832 4.1782  0.105
66 H -0.1772 5.5517 -1.3895  0.103
67 H 0.6080 7.5112 -2.7103  0.106
68 H 0.9141 7.3152 -5.1766  0.104
69 H 0.2727 5.2025 -6.3389  0.107
70 H -0.5405 3.2520 -5.0275  0.104
71 H -2.2784 1.1515 -3.6304  0.085
72 H -1.9933 -0.7009 -5.2678  0.117
73 H 0.2844 -1.5831 -5.7639  0.108
74 H 2.2731 -0.6037 -4.6263  0.107
75 H 1.9934 1.2434 -2.9937  0.093
76 F -2.6013 -0.3482 1.9741  -0.032
77 C -2.4474 -1.6710 1.5579  -0.284
78 C -1.7607 -1.9528 0.4046  -0.110
79 C -1.8725 -3.2146 -0.1298  -0.256
80 F -1.4314 -3.4838 -1.3957  0.036
81 C -2.5081 -4.2374 0.6067  -0.152
82 F -2.6025 -5.4775 0.0793  0.082
83 C -3.1256 -3.9680 1.8266  -0.147
84 F -3.8202 -4.9328 2.4714  0.092
85 C -3.1269 -2.6592 2.2833  -0.155
86 F -3.8427 -2.3090 3.3638  0.091

=====

Calculated electronic energy (eV), listed in the same order as above: -8791.2250, -30042.3997, -23742.5867, -20294.4101, -50193.3907, -76113.1143